1.
14
Properties=species:S:1:pos:R:3:forces:R:3:lowdin_charge:R:1 method="wB97M-V/def2-TZVPD" homo_energy_ev=-8.811 gap_ha=0.3545 relative_energy_ev=2.710 spin_multiplicity=1 smiles=S[C@@H]1CCOC1
S 1.59857 0.99202 -0.72712 -0.2 1.5 -1.1 0.814
C -0.05359 0.91879 0.00587 -1.8 0.5 -1.8 -0.621
C 0.20798 0.03811 1.12064 1.0 -0.4 2.7 -0.337
C 0.31337 -1.28424 0.41264 2.2 -2.1 1.2 -0.221
O -0.85735 -1.33960 -0.51768 2.8 0.2 2.7 -0.120
C -1.11268 0.03764 -0.70409 2.5 -0.4 -5.3 -0.236
H 1.22505 1.32867 -1.96530 0.1 0.1 -0.2 -0.124
H -0.62307 1.85602 0.12167 1.1 0.1 0.5 0.125
H 1.08715 0.29442 1.75365 -0.1 -0.3 -0.7 0.127
H -0.57247 0.12192 1.81041 -1.7 -0.4 1.1 0.104
H 1.55237 -1.12231 0.04296 -4.0 -1.7 -0.1 0.120
H 0.26806 -2.18828 1.12132 0.0 1.3 -1.3 0.133
H -2.13216 0.27582 -0.63796 -1.4 0.5 1.0 0.103
H -0.90123 0.07102 -1.83702 -0.5 0.9 1.2 0.133


2.
44
Properties=species:S:1:pos:R:3:forces:R:3:lowdin_charge:R:1 method="wB97M-V/def2-TZVPD" homo_energy_ev="1.482 / 1.484" gap_ha="0.1355 / 0.1355" relative_energy_ev=0.119 spin_multiplicity=1 total_charge=-2
Be -0.48207 0.18116 1.36119 -0.2 0.2 -0.1 0.147
C -0.83204 3.63096 0.13541 0.1 -0.1 0.1 -0.038
C -0.49691 2.15707 0.05119 0.0 0.2 -0.1 -0.527
O 0.05331 1.65046 1.21375 0.0 -0.1 -0.1 -0.142
C -1.41454 1.19076 -0.69193 -0.1 -0.1 0.1 -0.141
C -1.74229 -0.02636 0.18031 0.4 -0.1 -0.3 -0.428
C -3.22113 0.09325 0.53970 0.0 0.1 0.2 -0.125
N -1.59645 -1.36424 -0.47022 0.0 0.0 0.0 -0.066
N -1.09518 -2.32723 0.24064 0.1 0.1 0.2 -0.014
C -0.41570 -2.23384 1.39925 0.1 0.1 -0.1 -0.403
O 0.07620 -1.07292 1.96361 -0.1 -0.1 0.0 -0.139
C 0.00302 -3.44863 2.01418 -0.1 -0.1 -0.1 -0.181
C -0.38297 -4.74209 1.54717 0.1 0.0 0.0 -0.075
C 0.05616 -5.89586 2.16111 0.0 0.1 0.0 -0.167
C 0.88387 -5.86255 3.29455 0.0 0.1 0.0 -0.191
C 1.25387 -4.60808 3.78046 -0.1 0.0 -0.1 -0.165
C 0.83543 -3.43672 3.16941 0.0 0.0 0.1 -0.066
H 0.07914 4.23595 0.23000 0.0 0.0 0.0 0.066
H -1.44846 3.80911 1.02346 0.0 0.0 0.0 0.069
H -1.38248 3.96135 -0.75059 0.0 0.0 0.0 0.065
H -2.25932 1.63489 -1.23057 0.0 0.0 0.0 0.115
H -3.43867 1.03105 1.07249 0.0 0.0 0.0 0.057
H -3.52239 -0.73841 1.18244 0.0 0.0 0.0 0.055
H -3.84654 0.06050 -0.37084 0.0 0.0 0.0 0.047
H -1.03252 -4.78327 0.68273 0.0 0.0 0.0 0.080
H -0.25977 -6.85794 1.76662 0.0 0.0 0.0 0.071
H 1.21874 -6.77390 3.77663 0.0 0.0 0.0 0.054
H 1.89288 -4.54753 4.65811 0.0 0.0 0.0 0.073
H 1.13813 -2.47302 3.55926 0.0 0.0 0.0 0.084
C 1.93630 1.68307 -2.73407 0.1 0.0 0.0 -0.096
C 1.19652 0.82514 -1.69272 0.1 0.1 0.1 -0.545
C 0.87669 -0.52013 -2.34627 -0.1 0.0 0.0 -0.058
C 2.16567 0.59629 -0.52367 -0.1 0.0 0.0 -0.052
C -0.06670 1.62101 -1.30411 0.0 -0.3 0.1 -0.119
H 2.83420 1.16194 -3.08731 0.0 0.0 0.0 0.068
H 2.24392 2.64353 -2.30372 0.0 0.0 0.0 0.077
H 1.29720 1.88384 -3.60051 0.0 0.0 0.0 0.069
H 1.80779 -1.05268 -2.58248 0.0 0.0 0.0 0.073
H 0.31428 -0.37322 -3.27481 0.0 0.0 0.0 0.077
H 0.25645 -1.14148 -1.70097 0.0 0.0 0.0 0.052
H 3.10796 0.18869 -0.91167 0.0 0.0 0.0 0.072
H 1.76257 -0.10730 0.20683 0.0 0.0 0.0 0.074
H 2.36924 1.53246 0.00128 0.0 -0.1 0.0 0.082
H -0.25637 2.36960 -2.06954 -0.1 0.0 -0.1 0.113


3.
17
Properties=species:S:1:pos:R:3:forces:R:3:lowdin_charge:R:1 method="wB97M-V/def2-TZVPD" homo_energy_ev=-9.607 gap_ha=0.3912 relative_energy_ev=5.034 spin_multiplicity=1 smiles="O=C(C1CC1)N1CC1"
O -0.26036 -1.66565 0.26344 0.4 -1.1 0.2 0.104
C -0.08231 -0.49872 0.30487 -0.4 2.9 1.2 -0.408
C -0.56885 0.50380 -0.77178 -1.5 0.0 2.4 -0.132
C -2.13088 0.12330 -1.03829 0.8 -3.6 2.0 -0.077
C -1.09478 -0.13950 -2.00444 2.4 -3.3 0.0 -0.183
N 0.52305 0.25763 1.51901 -1.9 -1.9 -2.7 -0.080
C 1.72128 -0.40166 2.06588 -1.1 0.0 0.7 -0.084
C 1.72671 0.72966 0.96723 1.8 2.8 1.6 -0.225
H -0.30075 1.53219 -0.44608 -0.4 -0.7 -1.2 0.137
H -3.01639 0.68821 -1.21386 0.1 1.0 0.0 0.089
H -2.32327 -0.89336 -0.49986 -0.2 2.2 -0.7 0.132
H -1.04288 0.20107 -2.97485 0.0 1.6 -1.7 0.076
H -0.65887 -1.21997 -2.04732 -1.2 1.7 0.2 0.147
H 1.85918 0.07632 3.12428 0.1 -1.8 -1.9 0.117
H 1.67680 -1.67702 1.85044 0.8 4.2 0.6 0.184
H 2.02093 0.45617 0.02795 0.4 -1.5 -2.5 0.050
H 1.95140 1.92754 0.87336 -0.2 -2.7 1.7 0.153


4.
23
Properties=species:S:1:pos:R:3:forces:R:3:lowdin_charge:R:1 method="wB97M-V/def2-TZVPD" homo_energy_ev=-11.941 gap_ha=0.2704 relative_energy_ev=3.851 spin_multiplicity=1 total_charge=+1
C -0.89069 2.01395 -0.32958 0.2 -2.7 -0.5 -0.001
C 1.01609 -0.65051 -1.95740 -0.2 0.6 2.3 -0.497
C -0.47598 1.76620 0.98468 -0.3 -1.1 1.7 -0.062
C -1.38420 0.72377 1.79128 2.9 -1.2 -3.8 -0.061
C -0.54924 -0.57934 1.75708 -1.2 -0.4 0.8 -0.145
C -0.01243 -1.17004 0.49037 1.0 -0.1 -0.8 -0.205
C 0.14165 -0.42760 -0.77915 -0.3 1.2 -0.2 -0.139
C 2.35379 -0.05023 -1.83549 3.6 0.2 -1.8 -0.026
N -0.95503 -1.38463 -0.64326 -1.0 -1.6 0.5 0.146
O -1.45294 2.15778 -1.27815 -0.5 1.2 -1.0 0.379
O 0.58872 -1.16431 -2.94561 -0.5 -0.9 -1.4 0.098
H 0.46902 1.27592 1.05343 0.9 0.3 -0.7 0.127
H -0.39369 2.68352 1.44512 0.0 2.3 1.4 0.125
H -1.50429 0.93292 2.77808 -0.4 1.4 2.6 0.096
H -2.29109 0.60505 1.30592 -2.0 -0.1 -0.7 0.097
H 0.33941 -0.34636 2.33517 0.1 -0.4 0.6 0.130
H -1.17988 -1.35639 2.25612 0.8 0.4 0.0 0.149
H 0.63040 -2.00935 0.71639 0.0 -0.4 -0.2 0.159
H 3.24987 -0.73592 -2.05636 -1.6 0.1 0.7 0.125
H 2.62337 0.50694 -0.95211 -0.4 0.0 0.6 0.066
H 2.62053 0.62150 -2.68458 -1.0 0.0 0.4 0.104
H -1.08617 -2.28340 -1.13670 1.1 0.4 0.1 0.195
H -1.85724 -1.12947 -0.31525 -1.1 0.8 -0.4 0.141


5.
15
Properties=species:S:1:pos:R:3:forces:R:3:lowdin_charge:R:1 method="wB97M-V/def2-TZVPD" homo_energy_ev=-10.111 gap_ha=0.3532 relative_energy_ev=7.670 spin_multiplicity=1 smiles="CN(CC(=O)O)[N+](=O)[O-]"
C -0.25127 -0.00122 1.89414 2.1 -2.4 -0.2 -0.024
N -0.80895 -0.21046 0.49556 0.7 4.3 4.2 -0.092
C 0.04054 -0.86461 -0.35549 0.9 1.1 -6.0 -0.114
C 1.26058 -0.03294 -1.26684 0.0 -3.1 3.3 -0.350
O 1.83590 0.90093 -0.78168 -0.6 -0.7 -2.0 0.113
O 1.63149 -0.83914 -2.44588 -0.2 5.8 1.4 0.002
N -1.43946 1.00661 0.06807 -2.6 0.9 -0.9 -0.268
O -2.13625 1.64422 0.98837 3.3 -2.5 -3.9 0.017
O -1.43915 1.23425 -1.18854 0.0 -0.5 4.3 0.050
H -1.06846 -0.07673 2.52724 -1.5 -1.1 1.4 0.040
H 0.53718 -0.89836 1.96542 -2.0 2.0 0.4 0.138
H 0.19983 0.90387 2.35682 0.2 0.1 -1.9 0.100
H -0.58850 -0.90872 -1.22203 -0.5 -0.9 -0.9 0.098
H 0.24911 -1.89017 -0.11594 0.5 -0.1 0.5 0.130
H 1.97741 0.03249 -2.91921 -0.3 -3.0 0.4 0.162


6.
54
Properties=species:S:1:pos:R:3:forces:R:3:lowdin_charge:R:1 method="wB97M-V/def2-TZVPD" homo_energy_ev=-6.765 gap_ha=0.2653 spin_multiplicity=1 smiles=CB(O)P(C)(CCC(F)(F)F)(C[C@@H](C)F)P(O)O.COC[C@@H](C)N
C 1.12175 -1.69829 1.22927 0.0 0.0 0.2 -0.022
B -0.06804 -1.12856 2.05963 0.3 -0.2 0.1 -0.651
O -0.14710 -1.43905 3.39396 -0.2 -0.4 -0.5 0.108
P -1.41249 0.09416 1.31235 -0.1 0.6 -0.3 0.746
C -1.30691 0.96865 -0.33432 -0.7 -0.1 0.4 -0.195
C -2.98254 0.25774 2.31304 0.6 -0.1 -0.1 -0.302
C -3.98809 1.22139 1.67729 -0.1 0.1 0.2 -0.103
C -5.44296 0.76058 1.67058 -0.4 0.0 -0.3 -0.576
F -5.90123 0.56004 0.40427 0.2 0.1 0.8 0.111
F -6.24735 1.72016 2.22247 0.3 -0.5 -0.3 0.102
F -5.65683 -0.37357 2.37026 0.0 0.5 -0.3 0.125
C -0.57664 1.59664 2.25699 0.3 0.0 -0.2 -0.249
C 0.51466 2.35040 1.53057 -0.1 0.7 0.8 -0.451
C 1.30695 3.27028 2.45472 -0.3 -0.4 -0.5 -0.039
F 1.40800 1.43664 0.95948 0.2 -0.2 -0.3 -0.044
P -2.29412 -1.85212 0.45488 0.0 -1.0 0.5 0.733
O -1.44825 -2.20710 -0.91692 -0.2 0.2 -0.2 -0.342
O -3.84460 -1.53434 -0.07138 0.3 0.5 -0.2 -0.334
H 1.40950 -2.64709 1.67762 0.1 -0.1 0.1 0.075
H 0.87517 -1.88930 0.19000 0.0 0.1 -0.2 0.037
H 2.00173 -1.05862 1.25743 0.1 0.2 0.0 0.068
H -1.06823 -1.50760 3.65424 -0.1 0.3 0.5 0.093
H -2.00825 0.50261 -1.02102 0.0 -0.1 -0.2 0.036
H -0.30776 0.98855 -0.74831 0.1 0.0 0.0 0.029
H -1.65346 1.99153 -0.20516 0.1 0.2 0.1 0.049
H -3.38310 -0.74137 2.46189 -0.2 -0.1 -0.1 0.057
H -2.70190 0.63708 3.29050 0.0 0.0 0.2 0.088
H -3.97474 2.14651 2.24390 0.0 0.2 0.0 0.122
H -3.74243 1.49839 0.65878 0.0 -0.2 -0.2 0.106
H -0.12213 1.19416 3.16559 -0.1 -0.1 0.2 0.084
H -1.31219 2.32925 2.58507 -0.2 0.1 -0.1 0.088
H 0.10911 2.97513 0.73811 -0.1 -0.2 -0.4 0.123
H 1.88049 2.66278 3.14545 0.1 0.0 0.2 0.084
H 0.60119 3.88997 2.99707 0.0 0.2 0.2 0.081
H 1.95960 3.90544 1.86580 0.2 0.1 0.0 0.077
H -1.36672 -1.45375 -1.51636 0.1 0.1 -0.2 0.024
H -4.06779 -2.04509 -0.85134 -0.2 -0.3 -0.1 0.045
C 4.31754 -2.71843 -2.69048 -0.1 -0.1 0.1 -0.104
O 3.74632 -1.83413 -1.74569 0.0 -0.1 -0.1 -0.190
C 3.75614 -0.46846 -2.10516 0.0 0.2 0.1 -0.206
C 2.60198 -0.03937 -3.02037 0.0 -0.2 -0.1 -0.425
C 2.76825 -0.46700 -4.47472 0.0 0.1 -0.1 -0.069
N 1.30654 -0.51496 -2.52742 -0.1 0.0 0.2 0.053
H 5.16351 -2.25746 -3.20889 0.0 0.0 0.0 0.090
H 3.58194 -3.05591 -3.42477 0.1 0.0 -0.1 0.076
H 4.67582 -3.59129 -2.14619 0.0 0.0 0.0 0.087
H 3.66163 0.07833 -1.16321 0.0 0.0 0.0 0.119
H 4.72635 -0.19606 -2.54172 0.0 0.0 -0.1 0.120
H 2.58200 1.05435 -3.00114 0.0 0.0 0.1 0.136
H 2.55750 -1.52722 -4.61221 0.0 0.0 0.0 0.065
H 2.07384 0.08375 -5.10823 0.0 0.0 0.0 0.075
H 3.78073 -0.26928 -4.83141 0.0 0.0 0.0 0.078
H 1.15284 -0.14076 -1.59479 0.1 0.0 0.0 0.037
H 1.38476 -1.51834 -2.38006 0.0 0.0 -0.1 0.073


Listing largest force on an atom for the structures above in their given order: 5.9; 0.6; 4.3; 4.9; 6.2; 1.1 eV/A.